No. 1
C45H67N2O30 | ωB97M-V/def2-TZVPD

Its spin multiplicity is 1. As for the frontier orbital gap: 7.491 eV. Its total charge is +1. Its total energy is -112150.7184 eV. As for the LUMO energy: -4.164 eV.

Positions of all 144 atoms, in Å:
1 O 1.347 -5.407 -3.007
2 O -6.928 -6.033 -7.977
3 O -6.552 6.588 0.299
4 O -6.169 3.577 -1.742
5 O 3.910 6.961 -2.317
6 O -8.037 -5.716 -2.957
7 O 6.973 -0.585 6.827
8 O 8.863 1.179 10.223
9 O 4.826 -0.524 1.046
10 O 3.255 -5.465 -1.800
11 O -8.205 3.605 -2.640
12 O -7.745 -4.128 -8.844
13 O 5.328 -1.602 5.672
14 O -5.364 8.242 1.247
15 O 2.109 5.710 -2.846
16 O 5.333 -2.717 1.088
17 O -6.845 -7.191 -4.166
18 O 7.392 2.791 10.672
19 O 10.899 6.029 7.911
20 O 9.360 2.744 11.765
21 O -6.278 -5.034 -4.198
22 O 9.373 7.391 6.965
23 O 8.841 6.136 8.760
24 O 2.818 -7.047 -3.336
25 O -7.352 1.662 -1.905
26 O -5.722 -4.126 -7.916
27 O 3.601 4.934 -1.374
28 O 6.966 -1.206 1.155
29 O -4.420 6.248 0.952
30 O 5.592 0.604 5.508
31 N -0.925 1.668 -1.675
32 N -1.069 0.374 -1.448
33 C -4.126 8.288 1.966
34 C -5.390 -0.765 -1.908
35 C 2.545 -5.929 -2.632
36 C -5.544 6.990 0.787
37 C 7.590 -2.470 1.428
38 C -6.332 4.888 -2.314
39 C 2.490 4.043 -1.321
40 C 1.647 -7.422 -4.066
41 C 10.945 5.311 9.150
42 C -7.831 4.982 -2.472
43 C -4.722 -0.075 -0.682
44 C -2.016 2.392 -1.562
45 C 7.652 0.808 9.546
46 C 6.557 -3.452 0.919
47 C 9.482 5.038 9.416
48 C -5.865 -7.054 -5.206
49 C -7.422 -2.377 -2.021
50 C 5.637 -1.400 1.090
51 C -7.357 -2.754 -8.758
52 C -3.363 7.131 1.357
53 C 3.276 5.972 -2.192
54 C 0.907 -6.106 -4.178
55 C 4.180 -1.120 4.964
56 C -2.239 -0.156 -1.129
57 C 2.426 -2.579 -0.172
58 C -7.258 2.837 -2.082
59 C -5.859 -2.857 -8.569
60 C -3.299 1.931 -1.261
61 C 2.634 -0.654 -1.901
62 C 6.052 -0.533 6.077
63 C 9.675 6.600 7.796
64 C 1.452 0.218 -1.423
65 C 1.765 4.347 -2.614
66 C -3.426 0.563 -1.028
67 C -5.953 -2.166 -1.565
68 C -7.143 -5.961 -3.701
69 C -8.415 -2.282 -0.833
70 C 0.127 -0.506 -1.557
71 C 8.611 2.277 10.968
72 C -5.219 -5.732 -4.862
73 C 6.894 2.116 9.511
74 C 1.249 -3.540 0.124
75 C 4.642 0.244 4.499
76 C -6.812 -4.875 -8.224
77 C 2.483 -2.163 -1.661
78 H -8.136 5.567 -3.334
79 H 6.525 -4.378 1.487
80 H 2.129 3.741 -3.447
81 H 1.918 -7.848 -5.028
82 H 0.329 -3.005 0.377
83 H -4.382 -5.842 -4.166
84 H -7.466 -3.389 -2.416
85 H -4.888 -5.180 -5.738
86 H 7.862 0.415 8.558
87 H -4.650 -0.902 -2.702
88 H 7.756 -2.553 2.503
89 H 0.686 4.233 -2.536
90 H -5.806 4.921 -3.271
91 H -5.405 0.628 -0.209
92 H 2.438 -1.729 0.513
93 H 1.095 -8.165 -3.488
94 H -1.880 3.456 -1.724
95 H 1.630 0.432 -0.365
96 H 8.544 -2.541 0.913
97 H -8.317 5.374 -1.579
98 H 11.539 4.407 9.046
99 H 11.396 5.948 9.912
100 H -5.448 -2.064 -7.949
101 H 1.470 1.177 -1.934
102 H 9.142 4.108 8.955
103 H 5.149 0.206 3.535
104 H -5.318 -2.890 -9.516
105 H -6.371 -7.034 -6.168
106 H 0.041 -1.207 -0.728
107 H 9.235 5.024 10.474
108 H -5.317 -2.917 -2.039
109 H 3.840 0.976 4.451
110 H 0.035 -1.101 -2.466
111 H 7.140 0.045 10.136
112 H 7.131 2.712 8.628
113 H -7.951 -1.919 0.083
114 H -5.930 -2.358 -0.490
115 H 3.337 -1.067 5.655
116 H -4.158 2.589 -1.209
117 H 3.927 -1.789 4.145
118 H -2.250 -1.224 -0.934
119 H 2.829 3.012 -1.253
120 H -2.701 6.635 2.062
121 H -7.642 -2.221 -9.662
122 H 2.772 -0.508 -2.976
123 H 3.317 -3.153 0.050
124 H -0.175 -6.219 -4.170
125 H 1.202 -5.535 -5.060
126 H 1.479 -4.188 0.970
127 H 1.084 -4.172 -0.746
128 H 1.890 4.282 -0.439
129 H -4.514 -0.864 0.048
130 H 1.645 -2.611 -2.202
131 H -3.639 9.249 1.823
132 H -5.164 -7.886 -5.184
133 H 3.369 -2.632 -2.093
134 H -7.859 -2.301 -7.901
135 H -7.704 -1.635 -2.767
136 H 6.680 -3.684 -0.139
137 H -2.794 7.426 0.474
138 H -9.258 -1.648 -1.109
139 H 3.529 -0.333 -1.369
140 H 5.816 1.992 9.577
141 H -5.934 5.649 -1.654
142 H -4.332 8.144 3.027
143 H -8.842 -3.265 -0.635
144 H -6.174 -0.102 -2.259

No. 2
C45H68I2N20O3 | ωB97M-V/def2-TZVPD

Its spin multiplicity is 1. As for the frontier orbital gap: 6.945 eV. The calculation puts the energy relative to the best compared isomer or geometry (same formula, charge and spin) at 449.5 kJ/mol. Its total energy is -99902.3284 eV. As for the LUMO energy: -0.295 eV.

Positions of all 138 atoms, in Å:
1 I 2.062 0.462 -6.431
2 I 1.573 4.483 -5.671
3 O -1.550 0.408 -5.491
4 O -2.344 2.317 -4.447
5 O -0.484 2.349 -5.905
6 N 6.524 -2.520 8.014
7 N -5.754 0.018 -3.309
8 N 4.876 -1.054 -10.572
9 N 6.830 0.001 4.825
10 N -2.001 -0.530 -2.420
11 N 5.784 2.665 -2.940
12 N -4.404 -8.999 -0.688
13 N -2.145 -4.524 1.353
14 N -5.620 -4.480 -0.826
15 N 3.974 1.593 9.403
16 N -5.323 1.537 6.148
17 N 2.506 -0.192 1.683
18 N -9.492 -3.039 -6.237
19 N 1.249 9.088 -2.025
20 N 1.831 5.112 -3.419
21 N 0.744 -1.856 4.526
22 N -4.482 -2.320 4.761
23 N -1.506 4.417 4.685
24 N -1.571 2.398 1.069
25 N 4.448 -2.713 -6.843
26 C -7.692 -1.218 -5.578
27 C -0.973 5.088 3.911
28 C 5.616 0.886 -0.977
29 C -4.084 3.068 4.380
30 C -5.815 -1.698 -1.297
31 C -2.708 -3.951 2.205
32 C 6.125 0.865 7.223
33 C 3.632 -3.017 -7.616
34 C 6.524 0.381 5.873
35 C -1.611 1.639 1.939
36 C 6.856 -3.623 5.636
37 C 6.735 0.008 -9.023
38 C -4.128 -6.280 -2.058
39 C -2.998 1.482 -3.460
40 C -1.491 1.592 -5.260
41 C 3.151 1.264 8.662
42 C 1.652 8.045 -4.421
43 C -4.694 -7.913 1.704
44 C -5.788 -0.732 -2.430
45 C -4.532 -8.526 0.358
46 C 1.815 5.199 -2.259
47 C -1.070 1.510 -1.425
48 C -3.438 -3.208 3.300
49 C 0.498 2.754 -4.920
50 C 1.795 5.309 -0.776
51 C 5.690 -0.590 -9.897
52 C -5.129 -1.423 7.161
53 C 3.398 -0.335 2.424
54 C -4.779 2.205 5.377
55 C 1.426 8.633 -3.072
56 C 2.090 0.838 7.707
57 C 4.543 -0.504 3.362
58 C 0.880 -2.344 3.484
59 C -0.287 5.952 2.913
60 C -1.653 0.648 3.052
61 C -4.766 -1.928 5.814
62 C 6.669 -3.004 6.976
63 C 1.066 -2.972 2.139
64 C -2.020 0.761 -2.452
65 C 2.655 1.900 -3.692
66 C 2.596 -3.420 -8.605
67 C -4.968 -5.267 -1.365
68 C -8.706 -2.244 -5.950
69 C 1.421 1.487 -4.626
70 C 5.703 1.881 -2.080
71 H 7.691 -0.485 -9.198
72 H -3.513 3.836 4.894
73 H 6.456 -0.116 -7.976
74 H -3.386 -5.783 -2.684
75 H 1.950 6.348 -0.481
76 H 4.572 0.637 -0.783
77 H 0.801 7.424 -4.701
78 H 5.999 -4.253 5.397
79 H -8.188 -0.338 -5.169
80 H -2.688 0.414 3.304
81 H -3.617 -6.899 -1.326
82 H 7.759 -4.234 5.633
83 H 2.498 2.886 -3.174
84 H -3.716 -7.697 2.134
85 H -4.277 -0.912 7.609
86 H -5.230 -8.598 2.361
87 H -3.719 0.780 -3.969
88 H -6.846 -1.939 -1.039
89 H -2.667 -0.928 -3.103
90 H 3.048 -4.034 -9.384
91 H -5.960 -0.723 7.079
92 H -7.012 -1.622 -4.831
93 H -4.755 -6.915 -2.685
94 H -3.405 2.471 3.769
95 H -1.684 2.347 -0.986
96 H 0.002 3.049 -3.942
97 H -5.297 -2.609 -1.575
98 H -1.156 1.057 3.932
99 H 5.854 0.019 7.855
100 H -5.423 -2.255 7.802
101 H 4.589 -1.537 3.707
102 H 2.156 -2.533 -9.061
103 H 0.794 0.764 -4.005
104 H -7.120 -0.927 -6.459
105 H -0.759 0.808 -0.591
106 H 6.953 1.403 7.684
107 H -4.217 -3.837 3.708
108 H 6.836 1.072 -9.241
109 H 0.832 4.969 -0.392
110 H 3.611 1.958 -4.282
111 H 6.059 1.298 -0.070
112 H 0.386 5.349 2.304
113 H 2.587 4.693 -0.348
114 H 0.289 6.723 3.425
115 H 0.198 -3.592 1.903
116 H -1.144 -0.269 2.752
117 H -1.024 6.428 2.266
118 H 1.813 -3.992 -8.108
119 H 6.949 -2.844 4.879
120 H 4.417 0.152 4.220
121 H 2.722 1.091 -2.891
122 H -5.259 -6.983 1.622
123 H -3.646 2.183 -2.835
124 H -5.323 -1.260 -0.428
125 H -4.819 3.546 3.730
126 H -2.730 -2.949 4.082
127 H 2.551 7.430 -4.409
128 H -0.135 1.911 -1.938
129 H -3.875 -2.304 2.893
130 H 1.963 -3.592 2.143
131 H 6.152 -0.022 -1.255
132 H 2.524 0.212 6.926
133 H 1.172 -2.200 1.378
134 H 1.325 0.268 8.234
135 H 1.631 1.714 7.249
136 H 1.772 8.839 -5.159
137 H 5.475 -0.255 2.858
138 H 5.270 1.535 7.138

No. 3
C45H72As2Cl2N2O2Ti | ωB97M-V/def2-TZVPD

Its spin multiplicity is 3. As for the frontier orbital gap (alpha / beta): 7.618 / 8.021 eV. The calculation puts the energy relative to the best compared isomer or geometry (same formula, charge and spin) at 80.5 kJ/mol. Its total energy is -224749.4920 eV. Its expectation value of S² is 2.007. As for the LUMO energy (alpha / beta): 0.294 / 0.294 eV.

Positions of all 126 atoms, in Å:
1 As 1.529 0.738 -3.816
2 As 1.503 3.209 -1.477
3 Ti 1.916 0.770 0.030
4 Cl 5.947 2.360 4.083
5 Cl 3.145 2.739 1.020
6 O 2.153 0.086 1.756
7 O 0.132 0.492 -0.626
8 N 2.006 -1.609 -0.561
9 N 4.348 0.145 -0.334
10 C 0.850 -1.858 1.699
11 C 3.302 -1.929 -1.175
12 C -1.742 -4.378 4.130
13 C 2.848 4.520 -1.953
14 C 0.035 1.102 5.555
15 C 0.407 3.339 -3.110
16 C 5.080 3.638 3.346
17 C -2.204 -0.161 -0.596
18 C 2.301 1.007 4.559
19 C -2.715 1.200 -0.127
20 C -4.233 1.226 0.049
21 C -1.168 4.576 -4.473
22 C -1.029 -2.179 3.173
23 C -1.276 3.500 -5.340
24 C 0.596 -0.590 -4.892
25 C 1.837 -2.389 0.696
26 C -1.399 -2.694 -1.481
27 C 0.407 -0.191 3.415
28 C -4.594 -2.815 -2.987
29 C -0.671 -0.992 3.803
30 C -2.092 1.546 1.228
31 C 0.799 1.050 4.231
32 C 4.757 0.781 -1.593
33 C 4.453 -1.314 -0.427
34 C -3.836 -3.425 -1.799
35 C 0.979 -2.019 -1.535
36 C -3.245 -4.762 -2.242
37 C -0.448 -1.714 -1.204
38 C 0.330 2.274 -4.011
39 C -0.832 -0.443 -0.788
40 C 5.278 0.573 0.727
41 C -0.220 -2.619 2.129
42 C 2.837 1.294 -5.160
43 C -3.147 -3.235 2.409
44 C -3.109 -1.172 -0.898
45 C 1.123 -0.628 2.300
46 C -3.033 -2.339 4.720
47 C -2.350 2.257 -1.174
48 C -2.228 -3.017 3.613
49 C 0.487 2.344 3.472
50 C 0.474 4.298 -0.234
51 C -0.522 2.360 -5.112
52 C -0.334 4.490 -3.370
53 C -2.752 -2.438 -1.362
54 C -4.831 -3.698 -0.665
55 H -2.441 -2.195 5.626
56 H -4.162 -0.955 -0.791
57 H -3.413 -1.366 4.402
58 H 0.394 1.955 6.133
59 H -5.250 -2.776 -0.259
60 H -1.277 2.325 -1.301
61 H -2.664 -5.231 -1.445
62 H -3.998 -3.864 2.685
63 H 0.917 2.356 2.472
64 H -2.781 2.006 -2.146
65 H -2.600 -4.654 -3.116
66 H -1.007 1.547 1.187
67 H 0.412 -0.244 -5.908
68 H -2.388 0.819 1.988
69 H -4.053 -5.446 -2.509
70 H -1.227 -4.941 3.350
71 H -4.574 0.497 0.787
72 H 3.440 -3.018 -1.245
73 H 1.240 -1.530 -2.472
74 H 5.814 0.574 -1.813
75 H 5.608 4.225 2.616
76 H -3.889 -2.964 4.981
77 H 5.396 -1.597 -0.919
78 H -0.602 1.536 -5.809
79 H -4.763 1.043 -0.888
80 H 3.493 0.457 -5.403
81 H 2.911 1.157 3.671
82 H -1.934 3.551 -6.198
83 H 0.190 0.203 6.154
84 H 5.391 1.651 0.715
85 H -2.620 -3.718 1.585
86 H 4.617 1.859 -1.496
87 H 4.503 -1.700 0.590
88 H -0.348 -0.853 -4.413
89 H 2.330 1.638 -6.061
90 H -1.740 5.478 -4.650
91 H 4.149 0.425 -2.422
92 H 0.013 5.150 -0.729
93 H 0.914 3.196 4.008
94 H -1.260 -0.662 4.644
95 H -5.099 -1.890 -2.704
96 H 3.279 -1.549 -2.199
97 H 4.881 0.286 1.700
98 H 1.073 -3.103 -1.699
99 H 6.255 0.099 0.565
100 H 1.225 -1.480 -4.936
101 H 3.478 4.140 -2.756
102 H -1.047 -3.661 -1.822
103 H -2.424 2.537 1.554
104 H 3.442 2.107 -4.760
105 H -0.591 2.495 3.394
106 H 1.572 -3.420 0.429
107 H -5.351 -3.512 -3.356
108 H -0.279 5.339 -2.701
109 H -2.732 3.238 -0.874
110 H 4.185 3.968 3.841
111 H 2.347 5.428 -2.289
112 H 2.541 1.797 5.275
113 H -3.528 -2.284 2.029
114 H 2.807 -2.412 1.190
115 H -5.660 -4.307 -1.034
116 H -3.909 -2.586 -3.806
117 H -1.039 1.237 5.408
118 H -1.048 -4.252 4.963
119 H -0.419 -3.564 1.634
120 H 2.575 0.050 5.009
121 H -4.524 2.217 0.402
122 H 3.455 4.721 -1.073
123 H -2.589 -4.976 4.474
124 H -4.355 -4.235 0.154
125 H 1.180 4.640 0.520
126 H -0.294 3.696 0.243